1.
{"formula": "C2H3NO4", "method": "ωB97M-V with the def2-TZVPD basis set", "symbols": ["N", "O", "C", "C", "O", "O", "O", "H", "H", "H"], "xyz": [[1.760, 1.212, -0.079], [2.203, 1.927, 0.729], [-0.268, -0.480, -0.196], [-1.685, -0.730, 0.289], [-2.653, -0.028, 0.154], [0.204, 0.604, 0.530], [2.088, 0.812, -1.161], [0.324, -1.350, 0.028], [-0.340, -0.373, -1.285], [-1.633, -1.594, 0.991]], "nbo_charge": [0.724, -0.227, -0.194, 0.440, -0.465, -0.465, -0.284, 0.169, 0.201, 0.100], "de_lowest_ev": 6.444, "lumo_energy_ev": -0.960, "orbital_gap_ev": 9.21}

=====

2.
{"formula": "C12H17FGeNOPtS", "method": "ωB97M-V with the def2-TZVPD basis set", "symbols": ["Pt", "O", "C", "N", "S", "F", "C", "C", "C", "C", "C", "C", "C", "H", "H", "H", "H", "H", "H", "C", "Ge", "C", "C", "C", "H", "H", "H", "H", "H", "H", "H", "H", "H", "H", "H"], "xyz": [[0.901, 0.281, 0.039], [5.002, 0.893, -0.319], [3.835, 0.945, -0.482], [2.684, 1.058, -0.723], [-0.398, 1.845, 0.982], [-3.067, -5.186, -1.173], [-2.985, -3.864, -0.851], [-2.969, -3.494, 0.488], [-2.900, -2.163, 0.810], [-2.850, -1.155, -0.192], [-2.804, 0.186, 0.132], [-2.867, -1.592, -1.547], [-2.944, -2.923, -1.869], [-3.009, -4.257, 1.251], [-2.874, -1.857, 1.846], [-2.859, 0.507, 1.153], [-2.777, 0.945, -0.629], [-2.832, -0.845, -2.325], [-2.959, -3.251, -2.896], [3.401, -2.424, 1.166], [2.078, -2.844, -0.266], [1.788, -4.840, -0.289], [2.915, -2.387, -2.014], [0.435, -1.811, 0.017], [4.410, -2.667, 0.848], [3.197, -2.960, 2.089], [3.363, -1.356, 1.377], [2.724, -5.355, -0.485], [1.081, -5.115, -1.067], [1.395, -5.198, 0.658], [3.950, -2.717, -2.047], [2.901, -1.309, -2.148], [2.386, -2.842, -2.848], [-0.020, -2.051, 0.979], [-0.290, -2.026, -0.770]], "nbo_charge": [0.732, -0.635, 0.744, -0.856, -0.445, -0.341, 0.380, -0.290, -0.159, -0.143, -0.285, -0.171, -0.291, 0.221, 0.210, 0.198, 0.191, 0.211, 0.221, -1.078, 1.564, -1.069, -1.083, -1.250, 0.220, 0.214, 0.238, 0.213, 0.218, 0.215, 0.217, 0.245, 0.214, 0.217, 0.212], "de_lowest_ev": 0.199, "lumo_energy_ev": [3.002, 1.761], "charge": -1, "orbital_gap_ev": [6.79, 6.87], "multiplicity": 5}

=====

3.
{"formula": "C78H216N18O21", "method": "ωB97M-V with the def2-TZVPD basis set", "symbols": ["C", "C", "C", "O", "C", "N", "H", "H", "H", "H", "H", "H", "H", "H", "H", "H", "H", "C", "C", "C", "O", "C", "N", "H", "H", "H", "H", "H", "H", "H", "H", "H", "H", "H", "C", "C", "C", "O", "C", "N", "H", "H", "H", "H", "H", "H", "H", "H", "H", "H", "H", "C", "C", "C", "O", "C", "N", "H", "H", "H", "H", "H", "H", "H", "H", "H", "H", "H", "C", "C", "C", "O", "C", "N", "H", "H", "H", "H", "H", "H", "H", "H", "H", "H", "H", "C", "C", "C", "O", "C", "N", "H", "H", "H", "H", "H", "H", "H", "H", "H", "H", "H", "C", "C", "C", "O", "C", "N", "H", "H", "H", "H", "H", "H", "H", "H", "H", "H", "H", "C", "C", "C", "O", "C", "N", "H", "H", "H", "H", "H", "H", "H", "H", "H", "H", "H", "C", "C", "C", "O", "C", "N", "H", "H", "H", "H", "H", "H", "H", "H", "H", "H", "H", "C", "C", "C", "O", "C", "N", "H", "H", "H", "H", "H", "H", "H", "H", "H", "H", "H", "C", "C", "C", "O", "C", "N", "H", "H", "H", "H", "H", "H", "H", "H", "H", "H", "H", "C", "C", "C", "O", "C", "N", "H", "H", "H", "H", "H", "H", "H", "H", "H", "H", "H", "C", "C", "C", "O", "C", "N", "H", "H", "H", "H", "H", "H", "H", "H", "H", "H", "H", "C", "C", "C", "O", "C", "N", "H", "H", "H", "H", "H", "H", "H", "H", "H", "H", "H", "C", "C", "C", "O", "C", "N", "H", "H", "H", "H", "H", "H", "H", "H", "H", "H", "H", "C", "C", "C", "O", "C", "N", "H", "H", "H", "H", "H", "H", "H", "H", "H", "H", "H", "C", "C", "C", "O", "C", "N", "H", "H", "H", "H", "H", "H", "H", "H", "H", "H", "H", "C", "C", "C", "O", "C", "N", "H", "H", "H", "H", "H", "H", "H", "H", "H", "H", "H", "C", "C", "O", "H", "H", "H", "H", "H", "H", "C", "C", "O", "H", "H", "H", "H", "H", "H", "C", "C", "O", "H", "H", "H", "H", "H", "H"], "xyz": [[1.258, 0.341, 0.445], [-0.258, 0.134, 0.489], [-0.872, -0.514, -0.745], [-0.704, 0.209, -1.948], [-1.606, -0.338, -2.866], [-0.730, -0.385, 1.784], [1.636, -0.652, 0.690], [1.810, 0.900, 1.200], [1.489, 0.690, -0.561], [-0.617, 1.163, 0.465], [-1.943, -0.422, -0.569], [-0.533, -1.550, -0.743], [-2.628, 0.023, -2.752], [-1.635, -1.428, -2.874], [-1.369, -0.032, -3.885], [-0.090, -0.191, 2.542], [-1.606, 0.053, 2.029], [6.646, -0.860, 6.111], [6.154, 0.573, 5.827], [4.986, 0.858, 6.772], [3.739, 0.217, 6.452], [2.943, 0.973, 5.586], [7.218, 1.559, 5.883], [7.189, -0.791, 7.054], [7.345, -1.214, 5.353], [6.006, -1.742, 6.134], [5.882, 0.483, 4.775], [4.947, 1.941, 6.897], [5.316, 0.696, 7.798], [3.559, 1.053, 4.690], [2.743, 1.926, 6.076], [2.041, 0.430, 5.305], [7.778, 1.495, 6.722], [6.935, 2.514, 6.044], [0.268, -4.085, 3.971], [1.033, -3.170, 4.919], [1.808, -4.004, 5.946], [2.903, -3.256, 6.415], [4.126, -3.900, 6.946], [1.946, -2.267, 4.157], [-0.135, -3.589, 3.088], [-0.644, -4.387, 4.486], [0.789, -5.004, 3.703], [0.263, -2.715, 5.542], [2.154, -4.956, 5.545], [1.081, -4.163, 6.742], [4.940, -3.199, 7.129], [4.415, -4.702, 6.266], [4.037, -4.252, 7.974], [1.443, -1.396, 4.247], [2.736, -2.247, 4.786], [4.691, -4.186, -0.860], [4.229, -3.831, 0.551], [5.285, -4.265, 1.797], [5.710, -5.626, 1.860], [6.129, -6.039, 3.171], [3.846, -2.397, 0.679], [4.404, -3.460, -1.621], [4.090, -5.073, -1.061], [5.767, -4.349, -0.918], [3.300, -4.338, 0.813], [4.744, -3.890, 2.666], [6.136, -3.586, 1.768], [6.402, -7.089, 3.285], [5.262, -5.872, 3.810], [7.074, -5.597, 3.486], [3.198, -2.175, 1.421], [4.707, -1.902, 0.863], [-8.876, 3.269, -0.507], [-9.131, 2.538, -1.852], [-8.242, 1.307, -2.124], [-8.697, 0.420, -3.258], [-8.379, 0.905, -4.550], [-10.519, 2.105, -1.931], [-9.520, 4.124, -0.300], [-7.823, 3.550, -0.553], [-8.991, 2.619, 0.360], [-9.020, 3.286, -2.637], [-8.280, 0.751, -1.187], [-7.216, 1.663, -2.212], [-8.654, 0.187, -5.322], [-7.312, 1.106, -4.651], [-9.036, 1.689, -4.926], [-10.680, 1.610, -1.065], [-10.708, 1.431, -2.659], [-2.703, 0.818, -7.357], [-2.493, 0.214, -8.789], [-2.710, -1.292, -9.077], [-2.151, -1.740, -10.283], [-0.706, -1.510, -10.429], [-3.224, 1.184, -9.611], [-1.992, 0.507, -6.592], [-3.745, 0.798, -7.041], [-2.488, 1.873, -7.531], [-1.420, 0.288, -8.967], [-3.768, -1.542, -9.157], [-2.386, -1.983, -8.299], [-0.158, -1.869, -9.557], [-0.317, -0.533, -10.714], [-0.300, -2.174, -11.192], [-3.369, 0.948, -10.583], [-2.624, 1.996, -9.631], [-3.832, 3.278, 1.975], [-4.507, 1.972, 1.525], [-4.664, 1.918, -0.003], [-5.387, 3.141, -0.357], [-5.167, 3.485, -1.788], [-3.727, 0.839, 2.064], [-2.950, 3.396, 1.345], [-3.519, 3.199, 3.016], [-4.413, 4.181, 1.790], [-5.536, 1.982, 1.885], [-5.068, 0.943, -0.274], [-3.664, 1.936, -0.436], [-5.154, 2.604, -2.431], [-4.260, 4.079, -1.903], [-5.895, 4.220, -2.130], [-4.376, 0.212, 2.517], [-3.413, 0.255, 1.302], [10.456, 2.949, 1.551], [9.199, 2.730, 2.359], [8.310, 1.753, 1.549], [6.946, 1.731, 2.002], [6.179, 0.611, 1.637], [9.565, 2.103, 3.576], [11.060, 2.083, 1.278], [11.139, 3.507, 2.191], [10.251, 3.744, 0.834], [8.617, 3.640, 2.503], [8.845, 0.810, 1.432], [8.307, 1.923, 0.472], [5.138, 0.782, 1.909], [6.535, -0.278, 2.158], [6.186, 0.456, 0.558], [10.277, 2.715, 3.948], [8.863, 2.104, 4.303], [1.460, -3.154, -2.285], [0.616, -4.394, -2.115], [0.164, -4.865, -3.502], [-0.435, -3.939, -4.372], [-0.858, -4.360, -5.720], [1.579, -5.361, -1.598], [0.928, -2.353, -2.797], [2.223, -3.303, -3.049], [1.798, -2.738, -1.336], [-0.217, -4.057, -1.498], [-0.631, -5.570, -3.260], [0.901, -5.481, -4.019], [-1.219, -3.456, -6.212], [-1.633, -5.125, -5.664], [-0.012, -4.723, -6.302], [1.101, -6.247, -1.506], [1.902, -5.052, -0.693], [-2.883, -7.231, -0.872], [-1.391, -7.078, -0.620], [-0.863, -7.522, 0.727], [-1.501, -6.681, 1.693], [-1.370, -7.147, 3.043], [-0.687, -7.798, -1.713], [-3.213, -7.142, -1.907], [-3.448, -6.518, -0.271], [-3.237, -8.217, -0.571], [-1.231, -6.008, -0.748], [0.221, -7.405, 0.713], [-1.170, -8.556, 0.885], [-0.330, -7.073, 3.361], [-1.833, -8.114, 3.240], [-1.936, -6.432, 3.639], [-0.916, -8.772, -1.573], [-1.073, -7.505, -2.599], [-7.350, -2.712, -2.498], [-6.985, -4.141, -3.049], [-5.661, -4.646, -2.456], [-4.713, -3.586, -2.787], [-3.464, -3.673, -2.177], [-7.943, -5.132, -2.656], [-6.653, -1.950, -2.849], [-7.271, -2.715, -1.411], [-8.342, -2.365, -2.787], [-6.999, -4.072, -4.137], [-5.268, -5.560, -2.902], [-5.777, -4.754, -1.377], [-3.464, -3.153, -1.219], [-2.680, -3.294, -2.832], [-3.199, -4.710, -1.972], [-8.137, -5.240, -1.671], [-7.968, -5.998, -3.175], [6.197, -0.399, -3.002], [6.411, -0.182, -4.468], [6.263, 1.329, -4.763], [6.053, 1.567, -6.183], [5.798, 2.911, -6.569], [7.696, -0.657, -4.811], [6.827, 0.246, -2.389], [6.335, -1.413, -2.625], [5.142, -0.249, -2.773], [5.714, -0.887, -4.920], [7.126, 1.887, -4.400], [5.381, 1.755, -4.284], [4.809, 3.149, -6.178], [5.704, 2.958, -7.653], [6.508, 3.693, -6.302], [7.684, -1.613, -5.139], [7.927, -0.154, -5.656], [5.304, 7.286, -3.067], [5.030, 5.771, -3.089], [5.032, 5.254, -1.613], [6.366, 5.125, -1.124], [6.992, 3.875, -1.357], [3.827, 5.570, -3.776], [6.058, 7.650, -2.370], [4.416, 7.892, -2.889], [5.546, 7.522, -4.104], [5.822, 5.249, -3.626], [4.641, 4.237, -1.577], [4.462, 5.888, -0.934], [6.524, 3.205, -0.637], [7.998, 3.956, -0.947], [6.997, 3.512, -2.385], [3.728, 4.607, -4.064], [3.827, 6.092, -4.640], [-5.791, 1.683, 4.920], [-6.100, 2.081, 6.384], [-4.840, 1.911, 7.279], [-4.461, 0.615, 7.496], [-5.462, -0.357, 8.023], [-6.395, 3.477, 6.424], [-6.721, 1.265, 4.534], [-5.046, 0.887, 4.921], [-5.372, 2.412, 4.227], [-6.925, 1.442, 6.699], [-4.975, 2.119, 8.341], [-4.016, 2.508, 6.889], [-5.013, -1.348, 7.959], [-6.343, -0.334, 7.382], [-5.732, -0.169, 9.062], [-6.776, 3.745, 7.320], [-5.573, 4.024, 6.209], [4.221, 5.774, 2.250], [4.358, 5.142, 3.586], [2.990, 5.248, 4.386], [2.612, 6.631, 4.409], [1.720, 6.878, 5.511], [4.666, 3.695, 3.483], [3.879, 6.807, 2.300], [3.489, 5.213, 1.669], [5.115, 5.864, 1.632], [5.205, 5.596, 4.101], [3.147, 4.699, 5.315], [2.269, 4.618, 3.865], [2.361, 7.123, 6.358], [1.189, 5.986, 5.841], [0.908, 7.600, 5.426], [5.099, 3.351, 4.328], [5.341, 3.425, 2.783], [-2.084, -0.771, 5.110], [-1.205, -0.002, 6.136], [-1.065, 1.473, 5.669], [-0.416, 1.360, 4.402], [-0.321, 2.547, 3.601], [-1.798, -0.079, 7.378], [-1.550, -1.003, 4.188], [-2.986, -0.232, 4.821], [-2.394, -1.672, 5.638], [-0.277, -0.574, 6.153], [-0.313, 2.075, 6.179], [-2.036, 1.952, 5.545], [0.260, 3.351, 4.055], [-1.289, 3.030, 3.472], [0.110, 2.337, 2.622], [-2.114, -1.029, 7.513], [-2.560, 0.584, 7.385], [0.417, 4.305, -6.836], [1.220, 3.355, -7.808], [1.840, 4.176, -8.915], [0.827, 4.937, -9.535], [1.270, 5.689, -10.628], [2.292, 2.689, -7.014], [0.260, 3.744, -5.915], [-0.557, 4.548, -7.259], [0.937, 5.228, -6.579], [0.508, 2.615, -8.173], [2.430, 3.573, -9.606], [2.470, 4.958, -8.490], [1.631, 5.017, -11.406], [2.046, 6.378, -10.295], [0.449, 6.241, -11.086], [2.480, 3.368, -6.291], [1.773, 1.995, -6.495], [-5.632, -4.153, 6.335], [-5.150, -3.508, 5.036], [-5.687, -4.313, 3.729], [-5.102, -3.812, 2.499], [-3.807, -4.323, 2.137], [-5.587, -2.182, 5.157], [-6.697, -4.342, 6.202], [-5.365, -3.750, 7.312], [-5.267, -5.180, 6.374], [-4.062, -3.443, 5.038], [-6.740, -4.066, 3.596], [-5.610, -5.385, 3.911], [-4.041, -5.387, 2.122], [-2.987, -4.054, 2.803], [-3.658, -4.151, 1.071], [-5.633, -1.735, 4.252], [-4.909, -1.662, 5.696], [0.316, 4.639, -2.603], [0.959, 5.766, -1.683], [1.244, 6.860, -2.524], [-0.539, 5.134, -3.063], [-0.202, 3.840, -2.073], [0.894, 4.172, -3.401], [1.908, 5.379, -1.312], [0.257, 6.025, -0.891], [2.080, 6.880, -2.996], [1.598, -0.080, -5.219], [2.304, 0.620, -4.095], [1.418, 1.493, -3.565], [2.317, -0.675, -5.782], [1.160, 0.598, -5.952], [0.839, -0.759, -4.831], [3.115, 1.277, -4.409], [2.666, 0.039, -3.247], [0.899, 0.941, -2.975], [-7.482, -0.575, 1.072], [-7.155, -1.070, 2.492], [-5.744, -1.205, 2.508], [-6.982, -1.253, 0.380], [-6.889, 0.315, 0.859], [-8.515, -0.409, 0.766], [-7.627, -2.031, 2.695], [-7.425, -0.348, 3.262], [-5.707, -2.145, 2.314]], "mulliken_charge": [-2.270, 1.386, -0.260, 0.048, -0.186, 0.963, 0.427, 0.586, 0.195, -0.236, 0.208, -0.336, 0.230, -0.018, -0.190, -0.294, -0.613, -1.343, 1.423, -1.207, -0.266, 0.521, -0.434, 0.438, 0.404, -0.070, -0.544, 0.449, 0.427, 0.080, 0.345, -0.766, 0.262, 0.206, -1.763, 2.029, -1.025, -0.258, -0.634, -0.113, 0.265, 0.394, 0.394, -0.809, 0.374, 0.381, 0.108, 0.292, 0.298, -0.262, 0.232, -1.296, 0.560, -0.585, -0.396, -0.594, 0.161, 0.087, 0.320, 0.471, 0.128, 0.284, 0.342, 0.289, 0.177, 0.281, -0.019, -0.169, -1.216, 0.229, 0.763, -0.400, -0.822, -0.773, 0.399, 0.164, 0.257, 0.310, -0.492, 0.069, 0.318, 0.306, 0.312, 0.290, 0.310, -1.103, 1.096, -0.307, -0.380, -0.689, -0.760, 0.118, 0.373, 0.274, -0.201, 0.339, -0.032, 0.275, 0.258, 0.293, 0.261, 0.209, -1.900, 0.734, -0.894, -0.389, -0.980, 1.325, 0.436, 0.197, 0.383, 0.181, 0.457, 0.563, 0.393, 0.330, 0.288, -0.900, -0.025, -1.564, 0.799, -1.401, 0.322, -1.283, -0.695, 0.368, 0.467, 0.357, 0.182, 0.502, 0.386, 0.424, 0.431, 0.329, 0.292, 0.214, -1.181, 1.764, -1.340, -0.076, -0.841, -0.618, 0.026, 0.502, 0.235, -0.263, 0.209, 0.472, 0.167, 0.281, 0.334, 0.329, 0.020, -1.752, 2.427, -1.199, 0.029, -0.861, -0.668, 0.517, 0.090, 0.448, -1.026, 0.343, 0.372, 0.382, 0.352, 0.102, 0.315, 0.213, -0.903, 0.400, -0.330, -0.395, 1.331, -0.631, 0.315, -0.126, 0.372, 0.325, 0.322, -0.008, -0.053, -0.640, -0.343, 0.186, 0.219, -1.425, 0.767, -0.570, -0.443, -0.297, -0.819, 0.212, 0.385, 0.186, 0.313, 0.541, 0.124, -0.113, 0.275, 0.334, 0.277, 0.293, -1.659, 0.816, -0.854, -0.451, -0.217, -0.005, 0.355, 0.323, 0.450, 0.132, 0.401, 0.349, 0.072, 0.257, 0.076, -0.346, 0.320, -0.234, 0.153, -0.885, -0.260, -0.756, -0.735, -0.159, -0.128, 0.326, 0.503, 0.384, 0.251, 0.043, 0.383, 0.341, 0.287, 0.262, -1.766, 0.638, -0.426, -0.346, -0.796, 0.022, 0.512, 0.295, 0.463, 0.216, 0.454, 0.067, 0.319, 0.249, 0.311, -0.133, -0.108, 0.753, 0.711, -1.132, 0.254, -0.315, -0.658, -0.728, -0.945, 0.744, 0.297, 0.399, -0.041, 0.117, -0.017, 0.181, 0.361, 0.162, -1.483, 1.068, -0.944, -0.295, -0.779, -0.442, 0.386, 0.455, 0.314, -0.108, 0.454, 0.311, 0.321, 0.306, 0.234, 0.023, -0.226, -1.635, 1.703, -1.561, -0.268, -0.189, -0.294, 0.359, 0.329, 0.462, -0.435, 0.362, 0.592, 0.253, 0.068, 0.035, 0.191, -0.137, -0.558, 0.092, -0.625, 0.374, 0.114, -0.008, -0.118, 0.380, 0.308, -0.629, 0.507, 0.498, 0.467, 0.128, -0.154, -0.146, 0.271, -0.350, -0.165, -0.681, 0.124, -0.118, -0.361, 0.650, 0.287, 0.321, -0.016], "lumo_energy_ev": 0.389, "orbital_gap_ev": 8.95}

=====

4.
{"formula": "C5H4S", "method": "ωB97M-V with the def2-TZVPD basis set", "symbols": ["C", "C", "C", "C", "C", "H", "H", "H", "H", "S"], "xyz": [[0.308, -1.310, 1.810], [0.200, -0.598, 0.483], [-0.527, 0.507, -0.041], [-0.148, 0.758, -1.536], [-0.268, 1.347, -2.603], [0.578, -2.416, 1.891], [1.207, -0.871, -0.253], [-1.526, 1.109, 0.654], [0.041, 2.038, -3.640], [0.135, -0.565, 3.234]], "nbo_charge": [-0.335, -0.250, -0.215, -0.103, -0.207, 0.229, 0.229, 0.277, 0.287, 0.089], "de_lowest_ev": 4.759, "lumo_energy_ev": -1.039, "orbital_gap_ev": 7.82}